The following is a quantum chemistry calculation of a structure of composition C41H36AlN3O8P2S4, from the OMol25 dataset.

XYZ file:
```
95
Properties=species:S:1:pos:R:3:lowdin_charge:R:1
Al 0.249 -18.823 -2.405 0.088
O 2.456 -16.792 0.115 -0.247
S 2.522 -16.829 -1.325 0.591
O 3.754 -16.759 -2.028 -0.289
O 1.783 -18.113 -1.838 -0.241
C 1.529 -15.463 -1.961 -0.224
C 2.282 -14.433 -2.522 -0.057
C 1.670 -13.264 -2.925 -0.057
C 0.312 -13.071 -2.704 -0.053
C -0.431 -14.087 -2.140 -0.052
C 0.170 -15.270 -1.806 -0.244
S -0.952 -16.504 -1.279 0.544
O -2.263 -15.911 -1.211 -0.282
O -0.596 -17.186 -0.076 -0.237
O -0.882 -17.474 -2.422 -0.221
H 3.343 -14.567 -2.591 0.109
H 2.266 -12.434 -3.382 0.126
H -0.185 -12.125 -2.956 0.118
H -1.526 -14.053 -2.016 0.122
O -1.091 -22.897 -5.298 0.050
C -1.072 -23.382 -4.024 -0.257
C -1.486 -24.689 -3.811 -0.022
C -1.615 -25.169 -2.527 -0.088
C -1.282 -24.376 -1.447 -0.086
C -0.798 -23.117 -1.696 -0.010
C -0.660 -22.592 -2.985 -0.076
C -0.143 -21.225 -3.131 -0.362
O -0.083 -20.537 -2.009 0.027
N 0.274 -20.766 -4.269 0.109
N 0.745 -19.463 -4.096 -0.092
C 1.431 -19.021 -5.091 -0.862
S 1.663 -19.835 -6.568 1.005
C 2.830 -18.616 -7.268 -0.472
C 2.498 -17.232 -6.672 -0.493
S 2.203 -17.458 -4.922 1.018
H -1.535 -23.519 -5.854 0.093
H -1.780 -25.277 -4.645 0.112
H -2.107 -26.130 -2.419 0.112
H -1.344 -24.780 -0.430 0.117
H -0.490 -22.523 -0.853 0.122
H 2.724 -18.666 -8.363 0.086
H 3.821 -18.952 -7.010 0.070
H 1.592 -16.761 -7.130 0.085
H 3.397 -16.603 -6.756 0.087
C -5.206 -19.239 -5.445 -0.159
N -3.868 -19.361 -4.884 -0.515
P -3.666 -19.839 -3.241 1.017
C -5.157 -19.113 -2.432 -0.361
C -6.408 -19.694 -2.192 -0.064
C -7.450 -18.925 -1.572 -0.076
C -7.165 -17.650 -1.158 -0.122
C -5.958 -17.082 -1.432 -0.071
C -4.900 -17.796 -2.037 -0.091
C -4.085 -21.581 -3.191 -0.405
C -4.374 -22.340 -4.301 -0.078
C -4.669 -23.701 -4.092 -0.078
C -4.714 -24.308 -2.837 -0.108
C -4.489 -23.495 -1.767 -0.099
C -4.150 -22.153 -1.940 -0.111
P -2.355 -18.858 -5.645 1.054
C -2.565 -19.518 -7.360 -0.384
C -1.858 -20.666 -7.622 -0.121
C -1.957 -21.257 -8.911 -0.072
C -2.786 -20.657 -9.870 -0.092
C -3.436 -19.461 -9.584 -0.087
C -3.350 -18.883 -8.333 -0.103
C -2.496 -17.062 -5.977 -0.374
C -3.029 -16.144 -5.021 -0.057
C -2.958 -14.773 -5.314 -0.085
C -2.307 -14.283 -6.453 -0.098
C -1.674 -15.193 -7.277 -0.091
C -1.745 -16.557 -6.997 -0.151
H -5.824 -19.952 -4.962 0.041
H -5.270 -19.648 -6.452 0.072
H -5.761 -18.260 -5.258 0.112
H -6.535 -20.721 -2.490 0.094
H -8.440 -19.364 -1.423 0.103
H -8.037 -17.180 -0.656 0.118
H -5.838 -16.086 -1.101 0.093
H -3.887 -17.427 -2.226 0.057
H -4.440 -21.932 -5.243 0.071
H -4.936 -24.266 -4.974 0.099
H -4.954 -25.379 -2.713 0.118
H -4.692 -23.879 -0.757 0.118
H -4.042 -21.523 -1.060 0.118
H -1.274 -21.116 -6.768 0.076
H -1.416 -22.175 -9.230 0.108
H -2.823 -21.128 -10.852 0.102
H -3.976 -18.971 -10.350 0.091
H -3.935 -18.000 -8.143 0.109
H -3.527 -16.576 -4.149 0.080
H -3.331 -14.008 -4.570 0.121
H -2.373 -13.223 -6.633 0.097
H -1.118 -14.886 -8.173 0.107
H -1.243 -17.240 -7.712 0.111
```

Output
Kohn-Sham gap: 7.80 eV
HOMO energy: -7.96 eV